Record 1
Computed, not measured: a gas-phase ion, C4H12N3 (charge +1), with the ωB97M-V functional and the def2-TZVPD basis.

The calculation puts the strongest force on any atom at 4.728 eV/A. As for the SMILES: N/C=[NH+]\CCCN. The value obtained for the HOMO energy is -0.487 Ha. Its total charge is +1. Its gap between HOMO and LUMO is 9.93 eV.

```
19
Properties=species:S:1:pos:R:3:lowdin_charge:R:1
N -1.170 -2.540 1.822 0.154
C -0.646 -1.981 0.693 -0.115
N -0.196 -0.790 0.343 0.032
C -0.221 0.543 0.967 -0.096
C -0.392 1.532 -0.279 -0.158
C 0.776 1.690 -1.209 -0.289
N 1.550 0.517 -1.578 -0.048
H -1.309 -3.549 1.711 0.128
H -1.814 -2.000 2.456 0.154
H -0.397 -2.785 -0.027 0.163
H 0.454 -0.831 -0.450 0.114
H -1.170 0.484 1.566 0.131
H 0.677 0.673 1.630 0.145
H -1.230 1.189 -0.779 0.083
H -0.799 2.452 0.063 0.108
H 0.369 2.131 -2.250 0.168
H 1.384 2.460 -0.918 0.076
H 1.576 0.236 -2.604 0.115
H 2.559 0.569 -1.157 0.136
```



Record 2
Computed, not measured: a gas-phase ion, C4H12N3 (charge +1), with the ωB97M-V functional and the def2-TZVPD basis.

The calculation puts the strongest force on any atom at 5.242 eV/A. As for the SMILES: CN1[NH2+]CC[C@@H]1N. The value obtained for the HOMO energy is -0.504 Ha. Its total charge is +1. Its gap between HOMO and LUMO is 10.50 eV.

```
19
Properties=species:S:1:pos:R:3:lowdin_charge:R:1
C -1.009 -1.432 1.041 -0.045
N -0.129 -1.034 -0.094 -0.032
N -0.998 -0.037 -1.145 0.096
C -1.010 1.210 -0.534 -0.174
C 0.465 1.329 -0.118 -0.091
C 0.926 -0.065 0.402 -0.409
N 2.175 -0.499 -0.117 0.099
H -1.783 -1.998 0.489 0.098
H -0.172 -2.049 1.596 0.159
H -1.387 -0.584 1.567 0.067
H -1.794 -0.590 -1.365 0.160
H -0.343 -0.127 -1.974 0.209
H -1.560 1.118 0.348 0.099
H -1.428 2.115 -1.108 0.182
H 1.073 1.477 -1.063 0.134
H 0.756 2.157 0.581 0.145
H 0.837 0.066 1.508 0.154
H 2.620 -1.222 0.446 0.108
H 2.762 0.164 -0.458 0.042
```